Computed, not measured: a molecular structure, C5H8O, with wB97M-V/def2-TZVPD.

E_LUMO = 1.117 eV
charge = 0
HOMO energy = -9.216 eV
energy relative to the best compared isomer or geometry (same formula, charge and spin) = 2.350 eV

Each line ends with the natural charge from an NBO analysis.
Positions of all 14 atoms, in Å:
C -0.41202 0.71316 -1.48920  -0.613
C -0.81828 -0.22796 -0.38004  -0.245
C 0.14800 -1.02695 0.47016  -0.290
C 1.34201 -0.16052 0.83256  -0.062
O 0.48902 0.90645 1.30028  -0.522
C -0.65874 0.09368 1.06839  0.094
H 0.55073 1.18810 -1.28388  0.216
H -1.15089 1.51314 -1.60409  0.214
H -0.33381 0.18199 -2.44353  0.210
H -1.73062 -0.79128 -0.57524  0.219
H 0.08116 -2.09913 0.61826  0.222
H 2.00271 0.16221 0.01875  0.172
H 1.94137 -0.56441 1.65572  0.184
H -1.45064 0.11151 1.81187  0.199